ORCA calculation (wB97M-V/def2-TZVPD) on an isolated molecule of C5H12N2.

Geometry as XYZ:
```
19
Properties=species:S:1:pos:R:3:nbo_charge:R:1
N 2.74 0.97 0.50 -0.82
C 2.01 0.55 -0.59 0.02
C 0.80 1.02 -0.98 -0.30
C -0.36 0.09 -1.33 -0.42
C -1.62 0.14 -0.37 -0.40
C -1.14 -0.29 1.03 -0.23
N -1.08 -1.75 1.20 -0.84
H 2.28 1.51 1.22 0.38
H 3.26 0.26 0.97 0.38
H 2.18 -0.50 -0.82 0.17
H 0.60 2.07 -0.78 0.19
H -0.06 -0.96 -1.28 0.19
H -0.73 0.34 -2.33 0.21
H -2.07 1.11 -0.33 0.20
H -2.36 -0.58 -0.74 0.20
H -1.70 0.23 1.81 0.19
H -0.13 0.11 1.08 0.19
H -1.98 -2.19 1.36 0.36
H -0.64 -2.12 0.38 0.35
```

Summary:
gap between HOMO and LUMO	8.852	eV
DFT total energy	-307.16015	hartree
HOMO energy	-7.766	eV
total charge	0
SMILES	N/C=C/CCCN